1.
C5H15N2 | wB97M-V/def2-TZVPD

```
22
Properties=species:S:1:pos:R:3:forces:R:3:mulliken_charge:R:1
N -1.706 -1.221 0.071 0.9 -1.9 0.6 -0.242
N 0.712 -0.017 0.031 6.6 0.3 -0.9 0.346
C 0.774 -0.104 1.419 -3.8 1.7 3.3 -1.035
C 1.312 1.246 -0.488 0.5 0.8 -0.7 -1.048
C -1.090 -0.135 -0.554 -5.5 0.2 -1.9 -0.228
C -1.767 1.111 -0.148 -1.5 -0.7 0.2 -1.331
C 1.242 -1.185 -0.674 4.3 -0.6 -0.1 -0.938
H -1.327 -2.199 -0.059 -0.9 1.4 0.4 0.271
H 0.633 -1.969 -0.958 -2.4 -0.9 -0.6 0.353
H 0.860 1.461 -1.508 0.8 -0.4 1.1 0.384
H -2.133 1.005 0.879 0.2 0.2 0.2 0.411
H -1.014 -0.292 -1.620 0.1 -0.2 -0.4 0.494
H 1.027 2.085 0.177 0.2 -0.6 -0.3 0.402
H -2.704 1.224 -0.720 0.4 0.6 0.0 0.339
H 0.446 0.856 1.986 0.7 -1.4 -1.4 0.324
H 1.688 -0.390 1.759 3.1 -0.5 0.8 0.458
H 1.843 -0.972 -1.636 -1.0 0.3 1.7 0.356
H 2.501 1.246 -0.533 -2.5 -0.5 0.0 0.333
H 0.092 -0.846 1.840 0.0 -0.1 -0.4 0.402
H -1.115 1.943 -0.183 0.2 1.2 -0.2 0.318
H -2.219 -1.009 0.940 0.2 -0.6 -0.7 0.303
H 1.946 -1.839 -0.019 -0.7 1.7 -0.6 0.326
```
Forces are in eV/Å.

Properties
**<S²>**: 2.008
**Multiplicity**: 3
**HOMO (alpha / beta)**: -9.00 / -14.91 eV
**Maximum force**: 6.7 eV/Å
**Charge**: +1
**Orbital gap (alpha / beta)**: 6.2 / 7.1 eV
**LUMO level (alpha / beta)**: -2.8 / -7.8 eV

---

2.
C6H9FO | wB97M-V/def2-TZVPD

```
17
Properties=species:S:1:pos:R:3:forces:R:3:mulliken_charge:R:1
F -0.208 2.564 -0.852 0.7 -1.3 0.5 -0.307
O 1.205 -0.878 1.213 -0.4 -1.5 1.8 -0.592
C -0.967 -1.851 1.174 -0.6 0.0 -0.6 -1.637
C 0.469 0.363 -1.528 -0.4 0.7 1.2 -0.671
C 0.048 1.223 -0.583 -0.9 0.6 -1.8 0.500
C 0.164 -1.024 -0.985 -1.0 -1.6 0.5 -0.719
C -0.514 0.649 0.671 -0.3 0.1 -0.5 -0.873
C -0.043 -0.830 0.579 0.6 1.2 -1.7 1.159
H 1.874 -0.468 0.706 0.9 0.8 -1.0 0.366
H -0.099 1.185 1.493 0.4 0.0 1.0 0.315
H -0.899 -1.288 -1.318 1.5 -0.1 -0.1 0.265
H 0.716 0.706 -2.534 0.1 -0.5 0.3 0.411
H 0.869 -1.938 -1.114 -1.1 1.7 -0.2 0.348
H -0.949 -1.733 2.234 -0.3 0.2 0.9 0.439
H -0.632 -2.894 1.008 -0.3 0.6 -0.4 0.345
H -1.596 0.823 0.743 0.1 -0.3 -0.3 0.299
H -1.999 -1.623 0.781 1.0 -0.7 0.5 0.352
```
Forces are in eV/Å.

Properties
**HOMO**: -9.36 eV
**Maximum force**: 2.4 eV/Å
**SMILES string**: C[C@@]1(O)CC=C(F)C1
**Orbital gap**: 10.3 eV
**LUMO level**: 0.9 eV

---

3.
C15H34Cl2F9N3O11S | wB97M-V/def2-TZVPD

```
75
Properties=species:S:1:pos:R:3:forces:R:3:mulliken_charge:R:1
Cl -0.391 -6.912 8.950 0.1 -0.1 0.2 -0.271
Cl 2.667 -5.997 7.793 0.6 0.3 0.0 -0.132
S -3.469 -8.600 2.701 -0.2 0.5 2.6 1.267
F 0.377 -4.411 3.517 -0.3 0.3 0.0 -0.182
F 0.616 -2.306 4.177 -0.8 -0.4 -0.3 -0.283
F 2.480 -9.310 3.882 0.3 0.2 0.4 -0.276
F 2.283 -3.598 4.123 0.2 -0.6 0.2 -0.308
F -2.306 -8.002 0.334 -0.7 -0.1 -0.1 -0.293
F -1.790 -9.953 1.040 0.2 -0.6 0.5 -0.254
F 0.589 -8.655 4.742 0.2 -0.3 0.3 -0.280
F 2.168 -7.214 4.523 0.6 -0.3 0.1 -0.214
F -3.777 -9.650 0.314 0.2 0.3 -0.4 -0.234
O -2.346 -8.162 3.540 -0.3 -0.9 -2.1 -0.897
O -4.435 -7.548 2.473 0.4 -0.4 -1.0 -0.724
O 0.337 -6.947 2.469 0.3 0.0 0.3 -0.502
O 0.739 -2.948 6.617 0.8 0.7 -0.2 -0.333
O -3.789 -12.335 7.141 0.9 0.4 0.8 -0.944
O 1.314 -8.767 1.612 0.3 -0.3 1.5 -0.295
O -1.748 -9.740 7.031 -0.3 -0.9 1.4 0.273
O -3.644 -6.584 6.923 -5.2 1.7 3.2 -0.784
O -5.166 -8.441 9.237 1.4 0.2 -0.3 -0.976
O -4.060 -9.849 3.190 0.5 0.3 -1.5 -0.974
O 0.338 -5.101 6.202 0.6 0.7 -0.8 -0.371
N -4.467 -10.481 5.819 0.1 2.3 -1.1 -0.055
N -1.846 -7.218 5.990 6.2 -1.9 -3.4 0.883
N -2.647 -9.439 9.783 0.8 0.2 0.8 -0.079
C -2.437 -12.178 7.528 -0.8 -1.6 -1.0 -0.617
C -1.412 -11.106 6.947 -0.7 0.6 -0.4 -1.105
C -3.712 -6.493 8.316 -0.1 0.6 -1.0 1.108
C 1.014 -7.959 8.607 -0.2 0.3 0.7 -0.177
C 0.949 -3.601 4.369 1.1 0.7 0.4 0.829
C 0.527 -3.069 8.039 -0.5 0.0 0.2 0.134
C 0.627 -10.048 -0.245 -0.7 -0.2 -0.3 -1.226
C 1.612 -8.299 3.979 -1.0 0.2 -0.7 1.135
C -2.773 -9.081 1.002 -1.3 0.7 1.0 0.469
C 1.034 -7.908 2.609 -0.9 0.2 -1.7 0.258
C 0.617 -8.675 0.374 0.7 0.9 -1.1 -0.119
C -0.949 -3.007 8.326 -1.3 0.3 0.5 -1.062
C 0.677 -4.003 5.843 -1.5 -1.1 0.5 0.256
C -4.934 -7.068 9.100 -0.5 -1.3 0.5 -1.009
C 2.283 -7.191 9.045 -0.5 -1.2 -0.9 -0.585
H -0.101 -10.659 0.289 0.6 -0.2 -0.2 0.276
H -1.398 -2.022 8.178 0.3 0.1 -0.5 0.358
H -1.145 -11.292 5.896 -0.5 -0.6 -0.4 0.343
H -4.936 -6.631 10.118 0.8 0.4 0.4 0.245
H -2.716 -6.749 8.734 -0.4 -0.7 0.4 -0.709
H -1.796 -7.266 4.959 0.5 0.0 0.8 0.302
H -3.546 -10.149 6.134 0.3 0.1 0.7 -0.399
H -1.545 -3.728 7.766 0.3 -0.1 -0.3 0.193
H -2.388 -10.196 10.402 -0.5 -0.4 -0.2 0.398
H 0.274 -9.973 -1.276 -0.1 0.1 0.0 0.368
H -5.843 -6.564 8.733 0.0 0.1 -0.8 0.315
H -3.639 -9.273 9.549 -2.8 0.2 -0.1 0.360
H 0.892 -8.245 7.563 0.6 0.3 -0.1 -0.195
H 0.942 -3.982 8.462 0.2 -0.1 -0.4 -0.016
H -1.253 -3.209 9.356 0.7 -0.3 0.2 0.367
H 1.151 -7.956 -0.257 0.4 -0.1 0.0 0.314
H -0.368 -8.208 0.409 0.3 -0.5 0.7 0.274
H 3.126 -7.879 9.094 0.0 0.1 0.1 0.375
H -4.404 -10.298 4.814 -0.7 0.1 0.0 0.516
H -4.457 -11.476 6.113 0.6 -1.0 1.1 0.447
H 0.854 -8.892 9.148 0.2 0.1 0.3 0.478
H -2.837 -7.064 6.276 -1.8 0.5 1.5 0.478
H 1.074 -2.197 8.397 -0.1 -0.1 0.3 0.290
H -2.241 -9.561 8.838 0.9 0.2 -1.3 -0.243
H -3.761 -5.423 8.597 -0.2 0.4 0.1 0.079
H -0.434 -11.332 7.408 0.1 -0.1 0.7 0.220
H -1.572 -8.129 6.394 -0.1 -0.4 -0.3 -0.273
H 2.160 -6.652 9.981 -0.2 -0.2 0.0 0.338
H -5.151 -9.902 6.308 0.1 -0.1 -0.1 0.354
H -2.308 -12.240 8.626 -0.2 0.7 0.5 0.148
H -2.434 -8.570 10.261 0.5 0.2 -0.5 0.304
H 1.590 -10.552 -0.300 0.2 0.3 0.3 0.367
H -2.091 -13.190 7.257 1.4 0.0 -0.2 0.380
H -1.235 -6.512 6.382 -0.3 0.1 -0.3 -0.103
```
Forces are in eV/Å.

Properties
**HOMO**: -0.89 eV
**Maximum force**: 7.3 eV/Å
**Charge**: -2
**Orbital gap**: 4.7 eV
**LUMO level**: 3.8 eV

---

4.
C22H62O14 | wB97M-V/def2-TZVPD

```
98
Properties=species:S:1:pos:R:3:forces:R:3:mulliken_charge:R:1
O 11.689 10.417 6.143 0.4 -0.1 -0.8 -0.674
O 14.518 8.264 11.517 -1.9 0.8 1.7 -0.247
O 12.864 14.295 14.731 0.1 -0.7 -0.2 -0.552
O 9.494 9.712 10.348 -0.1 -0.7 -0.6 -0.621
O 19.343 14.936 10.432 -1.4 -0.3 -0.5 -0.573
O 11.307 8.586 8.462 0.2 -1.0 0.3 -0.032
O 15.247 8.440 15.005 0.9 -0.1 -0.4 -0.444
O 12.948 9.823 14.669 -1.1 -0.8 -0.5 -0.488
O 13.144 13.693 11.111 0.4 -0.4 -0.1 -0.365
O 17.068 8.928 12.588 0.8 -0.5 -2.8 -0.555
O 9.877 12.202 9.669 -0.3 -1.1 0.0 -0.336
O 13.664 10.594 8.545 0.4 -0.2 0.6 -0.578
O 14.704 10.867 16.649 1.3 -0.5 -0.1 -0.436
O 12.196 11.033 10.934 1.2 1.8 -1.2 -0.362
C 9.980 6.548 8.185 -1.5 2.0 -0.9 -1.316
C 18.052 12.881 10.132 -1.5 0.8 -1.0 -0.979
C 11.719 9.843 11.480 -0.5 -0.5 -0.3 1.128
C 11.997 11.460 7.008 -1.6 1.8 0.5 -0.329
C 12.592 13.728 13.444 -1.1 0.7 0.3 0.360
C 15.677 7.920 10.884 1.6 0.3 -0.7 -0.118
C 13.270 14.477 12.279 -1.0 -0.9 0.5 -0.548
C 16.787 7.667 11.886 0.7 0.7 0.2 -0.595
C 7.776 13.173 9.211 -0.2 -1.7 -1.0 -1.704
C 18.143 14.366 9.768 0.2 0.5 0.6 0.547
C 11.728 7.721 14.523 -1.5 1.3 -0.4 -1.253
C 16.898 15.159 10.148 -1.0 -2.0 -1.3 -1.398
C 9.487 14.431 10.497 -0.2 0.9 -1.4 -1.210
C 10.662 9.765 15.666 -0.5 -1.7 -0.5 -1.322
C 13.400 11.504 7.504 1.1 0.5 -0.9 -0.449
C 11.384 7.142 8.258 -1.6 0.1 -0.1 0.819
C 12.135 6.896 6.980 -0.1 0.3 -0.6 -1.481
C 16.065 10.241 16.514 -2.8 -0.5 0.5 -0.452
C 15.808 8.743 16.248 2.1 0.1 0.8 -0.577
C 9.256 13.408 9.339 0.3 1.3 0.7 0.770
C 11.929 8.986 15.317 2.2 0.1 2.2 0.983
C 10.191 9.932 11.541 0.1 -1.1 1.2 -0.677
H 7.578 12.352 8.500 0.3 0.1 0.1 0.396
H 9.899 10.851 12.010 0.0 1.0 0.0 0.287
H 11.202 11.506 7.792 0.9 -0.1 0.1 0.191
H 12.823 15.247 14.702 -0.2 0.4 -0.2 0.308
H 10.639 10.613 15.036 -0.3 1.0 -0.8 0.254
H 7.284 12.853 10.119 0.1 0.3 0.5 0.329
H 11.547 7.290 6.114 0.6 -0.4 0.5 0.323
H 12.664 15.342 12.080 0.1 0.9 0.0 0.462
H 14.732 8.798 12.317 -0.1 -0.4 -0.8 0.113
H 11.017 7.149 15.140 0.1 -0.1 -0.7 0.470
H 10.534 14.726 10.623 0.0 -0.3 -0.1 0.203
H 12.400 5.832 6.827 -0.4 0.5 0.1 0.429
H 13.688 12.537 7.812 -0.4 -0.8 0.3 0.324
H 12.949 12.723 13.488 0.5 -0.8 0.1 -0.105
H 9.816 9.084 15.409 0.3 0.8 0.3 0.356
H 12.948 10.906 10.297 -0.9 -0.3 0.3 0.276
H 9.467 7.044 7.285 0.6 -0.9 1.0 0.240
H 10.784 12.244 9.997 0.2 0.3 0.1 0.020
H 13.200 10.512 15.283 0.3 0.4 0.5 0.023
H 17.661 12.775 11.130 0.5 -0.1 0.7 0.229
H 11.463 13.602 13.303 1.3 0.5 -0.1 0.028
H 16.570 14.939 11.160 -0.1 0.0 0.2 0.337
H 15.195 8.288 17.031 0.1 0.3 0.3 0.411
H 13.258 9.743 8.331 -0.1 0.0 0.1 0.208
H 7.265 13.989 8.757 -0.3 1.0 0.0 0.494
H 12.626 7.170 14.382 0.8 -0.4 -0.1 0.310
H 19.050 12.546 9.963 0.5 -1.0 0.2 0.365
H 9.304 6.871 9.036 1.0 -0.8 -0.6 0.296
H 10.615 8.834 9.138 0.5 -0.3 -0.6 -0.007
H 15.444 7.019 10.276 0.5 0.6 0.1 0.363
H 10.038 5.475 8.034 -0.3 -0.1 0.2 0.412
H 16.983 16.199 9.989 0.3 1.2 -0.1 0.454
H 18.965 15.460 11.153 0.4 -0.1 -0.1 0.324
H 12.434 8.654 16.279 -0.6 0.3 -0.7 0.311
H 11.879 6.567 9.025 0.6 0.5 0.9 0.144
H 16.608 10.406 17.442 0.1 -0.2 0.0 0.388
H 12.077 9.025 10.837 -0.3 -0.1 0.5 0.151
H 13.067 7.439 7.084 0.4 0.1 -0.4 0.354
H 8.913 15.378 10.291 0.4 -0.9 0.3 0.422
H 13.051 12.756 11.367 0.0 0.3 -0.2 0.305
H 10.549 10.095 16.694 0.3 -0.1 0.1 0.300
H 16.864 8.277 16.340 -1.7 0.4 -0.4 0.311
H 14.063 11.298 6.618 -0.4 0.0 0.6 0.266
H 9.635 13.706 8.339 0.0 0.4 0.6 0.226
H 9.279 10.560 9.926 0.4 0.2 0.1 0.368
H 16.100 14.800 9.419 0.6 0.4 1.1 0.264
H 14.414 8.923 14.886 -0.4 0.3 0.0 0.268
H 9.799 9.209 12.275 0.3 -0.3 -0.3 0.340
H 16.551 10.713 15.693 0.6 0.3 -0.7 0.328
H 12.134 9.774 12.482 -0.1 -0.4 0.1 -0.742
H 11.318 8.033 13.534 0.0 -0.7 0.6 0.109
H 11.854 12.423 6.497 0.0 -0.3 -0.5 0.438
H 9.123 13.981 11.414 -0.1 -0.1 0.2 0.281
H 17.670 7.194 11.384 -0.3 1.1 0.3 0.349
H 11.679 9.637 6.689 -0.4 -0.8 0.3 0.291
H 16.519 6.967 12.632 -0.7 -0.9 0.7 0.262
H 16.810 8.950 13.489 -0.7 -0.8 1.3 0.238
H 14.836 11.788 16.889 0.0 0.1 0.0 0.240
H 16.025 8.803 10.278 -0.2 -1.0 -0.1 0.119
H 14.306 14.763 12.531 -0.3 -0.2 -0.1 0.172
H 17.282 12.330 9.528 0.9 0.5 0.1 0.201
H 18.257 14.474 8.682 0.5 0.0 0.2 0.237
```
Forces are in eV/Å.

Properties
**HOMO**: -9.70 eV
**Maximum force**: 3.1 eV/Å
**SMILES string**: CC(C)O.CC(C)O.CC(C)O.CC(C)O.OCCO.OCCO.OCCO.OCCO.OCCO
**Orbital gap**: 10.1 eV
**LUMO level**: 0.4 eV

---

maximum force of number 4 (C22H62O14)?
3.1 eV/Å

---

The highest maximum force belongs to which entry?
C15H34Cl2F9N3O11S

---

Please write out number 2 again, unchanged.
C6H9FO | wB97M-V/def2-TZVPD

```
17
Properties=species:S:1:pos:R:3:forces:R:3:mulliken_charge:R:1
F -0.208 2.564 -0.852 0.7 -1.3 0.5 -0.307
O 1.205 -0.878 1.213 -0.4 -1.5 1.8 -0.592
C -0.967 -1.851 1.174 -0.6 0.0 -0.6 -1.637
C 0.469 0.363 -1.528 -0.4 0.7 1.2 -0.671
C 0.048 1.223 -0.583 -0.9 0.6 -1.8 0.500
C 0.164 -1.024 -0.985 -1.0 -1.6 0.5 -0.719
C -0.514 0.649 0.671 -0.3 0.1 -0.5 -0.873
C -0.043 -0.830 0.579 0.6 1.2 -1.7 1.159
H 1.874 -0.468 0.706 0.9 0.8 -1.0 0.366
H -0.099 1.185 1.493 0.4 0.0 1.0 0.315
H -0.899 -1.288 -1.318 1.5 -0.1 -0.1 0.265
H 0.716 0.706 -2.534 0.1 -0.5 0.3 0.411
H 0.869 -1.938 -1.114 -1.1 1.7 -0.2 0.348
H -0.949 -1.733 2.234 -0.3 0.2 0.9 0.439
H -0.632 -2.894 1.008 -0.3 0.6 -0.4 0.345
H -1.596 0.823 0.743 0.1 -0.3 -0.3 0.299
H -1.999 -1.623 0.781 1.0 -0.7 0.5 0.352
```
Forces are in eV/Å.

Properties
**HOMO**: -9.36 eV
**Maximum force**: 2.4 eV/Å
**SMILES string**: C[C@@]1(O)CC=C(F)C1
**Orbital gap**: 10.3 eV
**LUMO level**: 0.9 eV